(1)
{
  "formula": "C44H48MoN5O2P2Si2",
  "method": "ωB97M-V with the def2-TZVPD basis set",
  "charge": 3,
  "homo_lumo_gap_ev": [5.1073, 5.0623],
  "energy_ev": -94120.2819,
  "lumo_energy_ha": [-0.375, -0.377],
  "species": ["Mo", "O", "C", "C", "C", "C", "C", "C", "C", "O", "N", "N", "C", "C", "C", "C", "C", "C", "N", "H", "H", "H", "H", "H", "H", "H", "H", "H", "H", "C", "Si", "C", "C", "N", "P", "C", "P", "N", "Si", "C", "C", "C", "C", "C", "C", "C", "C", "C", "C", "C", "C", "C", "C", "C", "C", "C", "C", "C", "C", "C", "C", "C", "C", "C", "C", "C", "H", "H", "H", "H", "H", "H", "H", "H", "H", "H", "H", "H", "H", "H", "H", "H", "H", "H", "H", "H", "H", "H", "H", "H", "H", "H", "H", "H", "H", "H", "H", "H", "H", "H", "H", "H", "H", "H"],
  "xyz": [[0.7119, 0.0391, 0.9164], [1.5956, -4.2557, 1.8899], [0.9293, -4.2841, 3.0695], [0.9315, -5.5014, 3.7313], [0.3007, -5.6197, 4.9471], [-0.3534, -4.5293, 5.5473], [-0.3621, -3.3269, 4.9117], [0.2679, -3.1771, 3.6497], [0.2397, -1.9059, 3.0177], [0.8100, -1.7271, 1.7953], [-0.2373, -0.8322, 3.6335], [0.1852, 0.2572, 2.9428], [0.2325, 1.4205, 3.4673], [1.1835, 2.3176, 2.8144], [1.5261, 3.5390, 3.3182], [2.6244, 4.2075, 2.7767], [3.3231, 3.6220, 1.7429], [2.8883, 2.4065, 1.2450], [1.8387, 1.7581, 1.7591], [1.5517, -3.3860, 1.4976], [1.4466, -6.3370, 3.2704], [0.3162, -6.5759, 5.4560], [-0.8401, -4.6462, 6.5068], [-0.8600, -2.4714, 5.3519], [-0.2310, 1.6203, 4.4240], [0.9668, 3.9462, 4.1556], [2.9398, 5.1629, 3.1806], [4.2011, 4.0919, 1.3145], [3.3994, 1.9308, 0.4261], [-1.1059, -3.6609, -0.1367], [-2.1531, -2.3499, 0.6337], [-2.5514, -2.6066, 2.4173], [-3.8211, -2.3178, -0.2087], [-1.1813, -0.7795, 0.3970], [-1.8246, 0.6040, -0.2404], [-0.2454, 1.3874, -0.2154], [1.0034, 1.0981, -1.4654], [1.9362, 0.0037, -0.5324], [3.5758, -0.8793, -0.8334], [3.1114, -2.6653, -0.8573], [4.5943, -0.4851, 0.6456], [4.2935, -0.3057, -2.4098], [1.7616, 2.6572, -1.8438], [2.6293, 2.7825, -2.9387], [3.1409, 4.0279, -3.2638], [2.7703, 5.1475, -2.5243], [1.8837, 5.0314, -1.4583], [1.3781, 3.7886, -1.1146], [0.5665, 0.3050, -2.9809], [0.1114, 1.0970, -4.0440], [-0.1288, 0.4995, -5.2701], [0.0790, -0.8691, -5.4311], [0.5007, -1.6570, -4.3647], [0.7374, -1.0739, -3.1300], [-2.8726, 1.4891, 0.8861], [-4.2094, 1.1012, 1.0236], [-5.0401, 1.8017, 1.8840], [-4.5491, 2.8974, 2.5871], [-3.2232, 3.2913, 2.4453], [-2.3833, 2.5899, 1.5944], [-2.6276, 0.5618, -1.8164], [-3.3499, 1.7083, -2.1839], [-3.9884, 1.7484, -3.4156], [-3.9219, 0.6483, -4.2631], [-3.1980, -0.4847, -3.9012], [-2.5359, -0.5256, -2.6881], [-1.3100, -4.6429, 0.3200], [-1.3371, -3.7499, -1.2055], [-0.0410, -3.4632, -0.0296], [-3.6216, -2.8341, 2.4874], [-2.0169, -3.4623, 2.8372], [-2.3526, -1.7344, 3.0414], [-3.8473, -3.1230, -0.9549], [-4.5807, -2.5430, 0.5492], [-4.1302, -1.4074, -0.7135], [2.0681, -2.8361, -0.5898], [3.2753, -3.0986, -1.8493], [3.7373, -3.2214, -0.1495], [4.0014, -0.4688, 1.5625], [5.3482, -1.2760, 0.7632], [5.1398, 0.4610, 0.5581], [3.5774, -0.3484, -3.2346], [4.7231, 0.6976, -2.3441], [5.1120, -1.0003, -2.6536], [2.8858, 1.9218, -3.5477], [3.8151, 4.1287, -4.1073], [3.1609, 6.1225, -2.7943], [1.5785, 5.9132, -0.9073], [0.6655, 3.6981, -0.3003], [-0.0270, 2.1644, -3.9243], [-0.4652, 1.1034, -6.1071], [-0.0934, -1.3273, -6.4007], [0.6530, -2.7243, -4.5002], [1.0661, -1.6844, -2.2962], [-4.6052, 0.2581, 0.4642], [-6.0761, 1.5001, 1.9993], [-5.2102, 3.4590, 3.2362], [-2.8536, 4.1527, 2.9896], [-1.3588, 2.9152, 1.4572], [-3.4334, 2.5533, -1.5077], [-4.5579, 2.6273, -3.7015], [-4.4450, 0.6709, -5.2135], [-3.1569, -1.3416, -4.5675], [-1.9757, -1.4102, -2.4069]],
  "atomic_forces_ev_per_a": [[-1.6, 0.4, -2.0], [-0.1, -0.5, 0.5], [0.1, 0.2, -0.4], [0.0, -0.3, 0.1], [-0.1, -0.1, 0.1], [0.0, -0.3, 0.1], [0.0, 0.2, -0.1], [0.3, -0.3, -0.2], [0.2, 0.9, 0.2], [-0.3, 0.3, 0.3], [0.4, -0.2, -0.5], [-0.2, -0.4, 0.3], [0.3, 0.3, 0.1], [-0.2, -0.4, -0.1], [0.0, 0.5, 0.3], [0.0, 0.2, 0.1], [0.2, 0.2, 0.0], [-0.2, -0.2, 0.1], [0.2, 0.1, 0.2], [0.0, 0.4, -0.1], [-0.1, 0.1, 0.1], [0.0, 0.0, 0.0], [0.0, 0.0, -0.1], [0.1, -0.1, -0.1], [0.0, 0.1, 0.1], [0.1, 0.0, -0.1], [-0.1, -0.1, 0.0], [-0.1, -0.1, 0.0], [0.0, -0.1, -0.1], [0.1, -0.4, -0.2], [0.1, 0.2, 0.1], [-0.2, -0.2, 0.4], [-0.2, 0.0, -0.2], [0.1, -0.1, -0.1], [0.1, 0.1, 0.3], [1.0, -1.7, 0.4], [0.1, 0.5, 0.2], [0.1, 0.2, 0.1], [-0.2, -0.1, 0.2], [0.0, -0.3, 0.0], [0.4, 0.1, 0.2], [0.2, 0.2, -0.4], [0.0, 0.2, -0.1], [0.0, 0.0, 0.1], [0.0, 0.0, 0.0], [0.0, 0.0, 0.0], [0.0, 0.0, 0.0], [0.1, 0.0, -0.1], [-0.1, -0.2, -0.1], [0.1, -0.1, 0.0], [0.0, 0.0, 0.0], [-0.1, 0.0, -0.1], [0.0, -0.1, 0.0], [0.0, 0.0, 0.0], [-0.1, 0.2, 0.0], [0.0, -0.1, 0.1], [0.0, 0.0, 0.0], [0.0, 0.0, 0.0], [0.0, 0.0, 0.0], [-0.1, -0.1, 0.0], [-0.1, 0.0, -0.2], [0.0, -0.1, -0.1], [0.0, 0.0, 0.1], [0.0, 0.0, -0.1], [0.0, -0.1, -0.1], [0.0, 0.0, 0.1], [0.1, 0.3, -0.1], [0.1, 0.0, 0.1], [0.0, -0.1, 0.0], [0.2, 0.1, 0.0], [-0.2, 0.1, 0.0], [-0.1, -0.1, 0.0], [0.0, 0.2, 0.1], [0.1, 0.0, -0.2], [0.0, 0.0, -0.1], [0.0, -0.1, 0.0], [-0.1, 0.0, 0.1], [-0.1, 0.0, -0.1], [0.1, 0.0, 0.1], [-0.1, 0.2, 0.0], [-0.1, -0.1, 0.1], [0.1, 0.0, 0.0], [0.0, -0.1, -0.1], [-0.1, 0.2, 0.0], [0.0, 0.1, 0.1], [-0.1, 0.0, 0.1], [0.0, -0.1, 0.0], [0.0, -0.1, 0.0], [0.0, 0.0, 0.0], [0.0, 0.0, 0.0], [0.0, -0.1, 0.1], [0.0, 0.1, 0.1], [0.0, 0.2, 0.0], [0.0, 0.0, 0.0], [0.0, 0.2, 0.1], [0.1, 0.1, 0.0], [0.0, -0.1, 0.0], [0.0, 0.0, -0.1], [0.0, 0.0, 0.0], [0.0, -0.1, 0.0], [0.1, -0.1, 0.0], [0.0, 0.0, 0.1], [0.0, 0.1, 0.1], [0.0, 0.0, 0.0]],
  "mulliken_charge": [-3.58, -0.60, 0.90, -0.79, -0.31, -0.96, -0.60, -0.31, 0.73, -0.42, -1.05, 1.24, -0.54, 0.89, -1.07, -0.54, -1.25, -0.36, 0.79, -0.13, 0.51, 0.45, 0.47, 0.48, 0.58, 0.58, 0.50, 0.57, 0.76, -1.14, 0.79, -1.03, -1.17, 1.00, 2.65, -1.11, 3.79, 0.55, 0.27, -0.75, -1.13, -1.02, 0.33, -0.72, -0.85, -0.78, -0.74, -0.46, 0.65, -0.86, -0.98, -0.71, -1.01, -0.07, 0.11, -0.23, -0.76, -0.75, -0.88, -0.52, 0.90, -1.15, -0.83, -0.76, -1.01, 0.25, 0.42, 0.46, 0.22, 0.60, 0.24, 0.30, 0.38, 0.48, 0.21, -0.13, 0.48, 0.51, 0.30, 0.52, 0.31, 0.23, 0.37, 0.53, 0.60, 0.49, 0.46, 0.51, 0.40, 0.68, 0.52, 0.49, 0.53, 0.35, 0.30, 0.50, 0.46, 0.50, 0.44, 0.55, 0.51, 0.48, 0.52, 0.49]
}


(2)
{
  "formula": "C4H14N2OS",
  "method": "ωB97M-V with the def2-TZVPD basis set",
  "homo_lumo_gap_ev": 9.2348,
  "energy_ev": -20237.5401,
  "relative_energy_ev": 0.488,
  "smiles": "C[C@H](CS)NCN.O",
  "lumo_energy_ha": 0.025,
  "species": ["C", "C", "C", "S", "N", "C", "N", "H", "H", "H", "H", "H", "H", "H", "H", "H", "H", "H", "H", "H", "H", "O"],
  "xyz": [[-1.9432, 1.2912, -0.0553], [-0.5819, 0.7084, -0.3909], [-0.4524, 0.5804, -1.9485], [0.6103, 1.9413, -2.5917], [-0.3356, -0.5614, 0.2377], [-0.2355, -0.7362, 1.6793], [0.4688, -1.9226, 2.1158], [-1.9963, 1.5240, 1.0171], [-2.1642, 2.2878, -0.4522], [-2.7158, 0.5897, -0.3740], [0.2065, 1.3890, -0.0619], [0.1233, -0.3073, -2.1964], [-1.4318, 0.5888, -2.4173], [-0.2546, 2.9568, -2.5297], [-0.8149, -1.3272, -0.2141], [0.3013, 0.1301, 2.0679], [-1.2445, -0.6846, 2.1106], [0.2492, -2.7141, 1.5308], [1.4484, -1.7180, 1.9918], [2.9345, -1.1521, -0.2100], [4.3575, -1.3018, 0.2271], [3.4709, -1.5621, 0.4638]],
  "atomic_forces_ev_per_a": [[-0.2, 0.8, 0.8], [-0.1, 0.3, -0.6], [0.7, 0.9, 1.1], [-0.1, -0.4, -0.3], [1.0, -1.0, -0.6], [-0.8, 0.7, -0.1], [-0.1, 0.6, 0.0], [-0.2, -0.7, 0.0], [0.3, -0.2, -0.7], [-0.2, 0.1, 0.2], [-0.1, 0.0, 0.1], [-0.2, -0.2, -0.1], [0.1, -0.1, -0.2], [-0.2, 0.0, 0.1], [-0.2, 0.0, 0.1], [0.0, 0.1, 0.0], [0.1, -0.3, 0.3], [-0.1, -0.2, -0.1], [0.4, -0.4, -0.1], [-0.5, 0.2, -0.3], [0.5, 0.0, 0.0], [-0.1, -0.2, 0.3]],
  "mulliken_charge": [-1.46, 0.34, -0.87, -0.23, -0.31, -0.54, -0.62, 0.38, 0.38, 0.37, 0.31, 0.39, 0.35, 0.11, 0.25, 0.33, 0.29, 0.26, 0.29, 0.30, 0.31, -0.62]
}


(3)
{
  "formula": "C7H10",
  "method": "ωB97M-V with the def2-TZVPD basis set",
  "homo_lumo_gap_ev": 9.7130,
  "energy_ev": -7414.4390,
  "relative_energy_ev": 6.596,
  "smiles": "C=C1C[C@@H]2C[C@H]2C1",
  "lumo_energy_ha": 0.035,
  "species": ["C", "C", "C", "C", "C", "C", "C", "H", "H", "H", "H", "H", "H", "H", "H", "H", "H"],
  "xyz": [[2.4484, -0.2178, -0.4646], [1.0697, -0.3062, -0.2983], [0.3469, 0.9219, -0.7293], [-1.1509, 0.4071, -0.5170], [-2.2143, 0.4013, 0.4952], [-0.7663, -0.1495, 0.8300], [0.1903, -1.2121, 0.5461], [3.1533, -0.8090, 0.0488], [2.7157, 0.9771, -0.7639], [0.5024, 1.1929, -1.8107], [0.5412, 1.8366, -0.2413], [-1.1401, -0.7115, -1.1320], [-2.3195, 1.3041, 1.1661], [-3.4468, 0.0410, 0.4452], [-0.3021, 0.6798, 1.3841], [-0.0519, -2.2346, 0.2720], [0.8051, -1.3444, 1.4588]],
  "atomic_forces_ev_per_a": [[-3.4, 4.0, 0.1], [5.0, 0.3, -1.1], [-3.2, 0.3, -4.0], [2.3, -3.3, -2.0], [-2.8, 0.7, 2.2], [-4.3, 0.7, 1.3], [2.4, -0.6, 1.9], [0.8, -0.8, 0.1], [-0.1, -3.8, 0.5], [0.2, -0.5, 0.8], [0.3, 0.8, 1.2], [-0.7, 3.5, 1.0], [0.3, -0.7, -1.1], [4.1, 0.2, -0.4], [-0.2, -0.7, 0.3], [-0.5, 0.3, -0.7], [-0.2, -0.3, -0.2]],
  "mulliken_charge": [-0.88, 0.78, -1.11, 0.17, -0.54, -0.12, -0.81, 0.37, 0.19, 0.41, 0.33, 0.08, 0.20, 0.23, 0.11, 0.28, 0.31]
}